A cluster of 2 separate species, C5H16N5S in total at a distorted geometry, computed with the ωB97M-V functional and the def2-TZVPD basis.

Geometry as XYZ:
```
27
C5H16N5S, DFT the ωB97M-V functional and the def2-TZVPD basis
H 2.049 -1.674 -1.128
C 2.364 0.097 0.075
N -4.078 0.335 0.265
H -3.794 -2.495 -1.208
C -3.466 -0.796 -0.116
H 2.393 -0.212 -2.063
H -1.919 -0.708 1.222
C 3.114 1.417 0.015
N -2.412 -1.272 0.546
H 3.692 -1.026 -1.185
N -4.074 -1.544 -1.032
H 2.921 2.019 0.902
H 4.183 1.225 -0.037
N -3.830 1.535 0.327
H 2.093 -1.587 1.408
H -2.057 1.572 -0.705
N -2.799 2.078 -0.213
H 2.432 -0.061 2.238
C 2.637 -0.758 -1.154
H 3.725 -0.912 1.390
H -2.740 3.085 -0.140
H -2.128 -2.233 0.455
H -4.913 -1.208 -1.478
C 2.666 -0.662 1.358
S 0.544 0.474 0.047
H 0.568 1.321 1.076
H 2.829 1.990 -0.865
```

Calculated values
LUMO level (alpha / beta) in eV: -3.0 / -6.8
Spin multiplicity: 3
Total energy in hartree: -871.67932
Charge: +1

Mulliken population analysis, charges in e, atoms 1 to 4: 0.396, 1.179, -0.056, 0.213

A cluster of 3 separate species, C5H16NO in total at a distorted geometry, computed with the ωB97M-V functional and the def2-TZVPD basis.

Geometry as XYZ:
```
23
C5H16NO, DFT the ωB97M-V functional and the def2-TZVPD basis
H -1.929 2.455 -1.745
H 0.741 -3.291 -1.567
C 0.028 0.747 1.873
H -3.108 1.927 -0.869
H 0.640 1.063 -0.740
C 0.219 -2.746 -0.788
H 1.237 -1.003 2.485
O 0.788 1.902 -1.203
H 0.303 -3.154 0.211
C 1.361 -0.752 0.398
C 0.615 -0.705 1.639
H 1.285 -1.002 -1.686
C 0.651 -1.224 -0.825
H 2.423 -1.015 0.407
H 0.894 1.399 1.953
H -0.618 0.911 2.732
H -2.945 3.509 -0.904
H -0.616 0.980 1.023
H -0.271 -0.632 -0.871
N -2.389 2.658 -0.869
H -0.808 -2.678 -1.141
H -0.216 -1.424 1.595
H 1.716 2.075 -1.108
```

Calculated values
LUMO level in eV: -7.4
ΔE to the lowest compared entry with this formula, charge and spin in kJ/mol: 407.4
Spin multiplicity: 1
Total energy in hartree: -329.72566
Charge: +1

Mulliken population analysis, charges in e, atoms 1 to 4: 0.209, 0.345, -0.958, 0.218

A cluster of 2 separate species, C5H16NO in total at a distorted geometry, computed with the ωB97M-V functional and the def2-TZVPD basis.

Geometry as XYZ:
```
23
C5H16NO, DFT the ωB97M-V functional and the def2-TZVPD basis
H 0.608 -3.110 -0.829
C 0.888 -0.944 -0.584
H 0.700 3.683 -0.680
C 0.699 2.130 0.867
H 1.615 -2.469 0.472
H 1.149 2.546 1.763
C -0.191 0.851 1.043
C -0.299 -0.068 -0.244
H 1.836 -0.607 -0.152
H 0.002 -2.698 0.539
H 0.340 0.280 1.806
C -0.013 3.191 -0.025
H 0.948 -1.020 -1.671
H -2.484 -2.698 -0.170
H -1.985 -3.283 -1.471
H -0.688 2.619 -0.733
N 0.759 -2.413 -0.079
H 1.499 1.661 0.255
H -0.531 0.738 -0.929
H -1.228 1.138 1.214
O -1.673 -3.013 -0.594
H -1.290 -0.528 -0.103
H -0.661 4.016 0.306
```

Calculated values
LUMO level in eV: -3.4
ΔE to the lowest compared entry with this formula, charge and spin in kJ/mol: 176.1
Spin multiplicity: 1
Total energy in hartree: -329.81377
Charge: +1

Mulliken population analysis, charges in e, atoms 1 to 4: 0.349, -0.718, 0.314, -0.128

Number 2 is which compound? C5H16NO

Among the records above, which one has the highest spin multiplicity? C5H16N5S